2 unconnected molecules or ions with the total composition C11H17NSi, computed with wB97M-V/def2-TZVPD.

```
30
Properties=species:S:1:pos:R:3
C -0.50312 2.72120 -0.01875
C -2.68325 1.80361 0.22522
C -0.08149 1.47074 -0.52025
C -2.28079 0.55342 -0.19994
C -1.81042 2.95243 0.18137
C -0.95368 0.42362 -0.60970
C 2.72191 -2.36290 3.41959
C 3.38979 -1.66101 2.30031
C 2.29445 -2.71118 2.24665
C 1.39851 -1.21518 -1.43536
C -1.21782 -1.57447 -2.83687
N -2.37928 4.17368 0.56555
Si -0.48836 -1.30527 -1.11021
H 0.28968 3.54351 0.05072
H -3.69081 1.92924 0.54376
H 0.98363 1.43910 -0.49860
H -3.08471 -0.09446 -0.36388
H -0.54951 -2.48971 -0.25720
H 2.71202 -2.32430 4.48883
H 3.15019 -0.65215 1.97423
H 4.32526 -1.97396 1.94437
H 1.81361 -3.32360 1.55504
H 1.68802 -0.37454 -2.08251
H 1.98205 -1.24593 -0.49036
H 1.88758 -2.07185 -1.93953
H -1.56333 -2.53053 -3.09205
H -1.99665 -0.89665 -2.72717
H -0.44760 -1.13927 -3.44841
H -1.74634 4.92714 0.88228
H -3.15952 4.00925 1.25291
```

## Properties
HOMO-LUMO gap in eV: 9.19
E in Ha: -773.4532
Lowest unoccupied orbital energy in eV: 0.874
HOMO in eV: -8.32
Net charge: 0
Structure (SMILES): C[SiH](C)c1ccc(N)cc1.C1=CC1